Here is a cluster of 2 separate species, C29H23F4N5O6S in total at a distorted geometry from the OMol25 dataset. Energies are from ωB97M-V with the def2-TZVPD basis set.

Geometry as XYZ:
```
68
C29H23F4N5O6S | the OMol25 dataset | ωB97M-V with the def2-TZVPD basis set
O -3.3974 0.3733 4.2829
S -3.7708 0.6480 2.9112
O -3.6522 -0.3544 1.8695
C -5.6525 0.9777 3.0409
F -6.2092 -0.1723 3.4799
F -5.9115 1.9660 3.9197
F -6.1745 1.2975 1.8430
C -2.8216 2.1086 2.3657
C -2.1625 2.2227 1.1070
C -1.8743 3.5266 0.6739
N -2.0359 4.0625 -0.6077
O -2.2253 3.5592 -1.7006
O -2.1789 5.4674 -0.4305
N -2.0234 5.8122 0.8957
C -1.8569 4.6222 1.5451
C -2.0808 4.3795 2.9534
N -2.0049 5.4186 3.9595
O -1.6028 6.5634 3.6724
O -2.3795 5.1176 5.1173
C -2.6695 3.1485 3.2920
H -2.0227 1.4138 0.3763
H -3.0046 2.9931 4.3136
F -0.7799 -0.3952 -2.3688
C 0.3221 -1.1096 -1.8084
C 0.0865 -2.6160 -2.0578
C -0.8951 -3.0587 -2.9463
C -1.0809 -4.4266 -3.1524
C -0.2886 -5.3532 -2.4679
C 0.6995 -4.9156 -1.5814
C 0.8948 -3.5438 -1.3977
C 1.5903 -0.5876 -2.4962
C 2.4015 -1.4219 -3.2647
C 3.6056 -0.9412 -3.7950
C 3.9504 0.3975 -3.6370
C 3.0823 1.2616 -2.9650
C 1.8941 0.7748 -2.4200
C 0.2590 -0.8056 -0.2793
C -0.9868 -1.3827 0.4244
C -0.5225 -1.9884 1.7552
C 0.9850 -1.7442 1.8274
N 1.3903 -1.3445 0.4746
C 2.6211 -0.6719 0.4036
C 2.6775 0.6940 0.7414
C 3.8612 1.3784 0.4638
N 4.8852 0.7541 -0.0970
C 4.9020 -0.5618 -0.2807
C 3.7820 -1.3463 0.0046
H -1.5064 -2.3308 -3.4785
H -1.8521 -4.7522 -3.8507
H -0.4420 -6.4208 -2.6274
H 1.3258 -5.6193 -1.0298
H 1.6810 -3.1770 -0.7392
H 2.1074 -2.4552 -3.4419
H 4.2632 -1.6313 -4.3295
H 4.8966 0.7721 -4.0278
H 3.3296 2.3185 -2.8568
H 1.1958 1.4561 -1.9305
H 0.2393 0.2969 -0.1703
H -1.7030 -0.5728 0.6113
H -1.5022 -2.1253 -0.1996
H -1.0410 -1.5204 2.6051
H -0.7257 -3.0666 1.7845
H 1.2125 -0.9447 2.5530
H 1.5510 -2.6307 2.1335
H 1.8097 1.2099 1.1534
H 3.9431 2.4461 0.6917
H 5.8093 -1.0250 -0.6708
H 3.7832 -2.4249 -0.1395
```

Output
DFT total energy = -71876.876 eV
Highest occupied orbital energy = -8.820 eV
ΔE to the lowest compared entry with this formula, charge and spin = 15.8 kJ/mol
Net charge = 0
Gap between HOMO and LUMO = 5.898 eV
LUMO = -0.107 hartree

Atom charges from the Löwdin analysis, given in e for atoms 1 to 4: O -0.275; S 0.813; O -0.285; C -0.598

Here is a structure of composition C29H23N5Os at a distorted geometry from the OMol25 dataset. Energies are from ωB97M-V with the def2-TZVPD basis set.

Geometry as XYZ:
```
58
C29H23N5Os | the OMol25 dataset | ωB97M-V with the def2-TZVPD basis set
Os -0.9939 0.3039 -0.7876
C -0.7505 -4.9382 -0.1542
C -0.5148 -4.2979 1.0578
C -0.9198 -2.9939 1.2508
C -1.5825 -2.3073 0.2203
C -1.7923 -2.9524 -1.0122
C -1.3792 -4.2571 -1.1905
N -1.9595 -0.9816 0.3653
C -2.6061 -0.4696 1.4536
C -3.3209 -1.1809 2.4256
C -3.8797 -0.4995 3.4946
C -3.7347 0.8793 3.6247
C -3.0441 1.6152 2.6707
C -2.5003 0.9559 1.5687
N -1.8414 1.5151 0.5039
N -0.9908 2.5866 0.7267
C -0.5858 3.1565 -0.5056
C -0.1456 4.4695 -0.5651
C 0.4373 4.9205 -1.7377
C 0.5188 4.0582 -2.8231
C 0.0270 2.7724 -2.6955
N -0.4839 2.3102 -1.5521
H -0.4506 -5.9647 -0.2914
H -0.0046 -4.8171 1.8535
H -0.7119 -2.4739 2.1738
H -2.3378 -2.4352 -1.7940
H -1.5560 -4.7552 -2.1320
H -3.4442 -2.2492 2.3352
H -4.4304 -1.0471 4.2452
H -4.1750 1.3827 4.4731
H -2.9564 2.6866 2.7595
H -0.2657 5.1052 0.2964
H 0.8339 5.9212 -1.8022
H 0.9589 4.3755 -3.7537
H 0.0617 2.0915 -3.5366
N 0.3580 -0.7557 -2.2037
C 1.6209 -1.2875 -1.7148
C 2.0868 -2.4785 -2.2575
C 3.3250 -2.9864 -1.9045
C 4.1166 -2.2906 -1.0053
C 3.6448 -1.1194 -0.4465
C 2.3937 -0.5823 -0.7756
C 1.9471 0.6263 -0.0401
C 2.9275 1.5810 0.3552
C 2.5954 2.7027 1.1223
C 1.3415 2.9147 1.6052
C 0.2574 1.9430 1.3187
C 0.6483 0.8403 0.3512
H -0.1187 -1.5075 -2.7130
H 0.5806 -0.0362 -2.9024
H 1.4864 -3.0159 -2.9782
H 3.6758 -3.9062 -2.3402
H 5.0899 -2.6687 -0.7314
H 4.2478 -0.6201 0.2944
H 3.9336 1.4680 -0.0122
H 3.3668 3.4218 1.3417
H 1.0978 3.7735 2.2088
H -0.1021 1.4981 2.2622
```

Output
DFT total energy = -40347.080 eV
Highest occupied orbital energy (alpha / beta) = -13.760 / -13.768 eV
ΔE to the lowest compared entry with this formula, charge and spin = 58.2 kJ/mol
Net charge = +2
Gap between HOMO and LUMO (alpha / beta) = 5.726 / 5.714 eV
LUMO (alpha / beta) = -0.295 / -0.296 hartree

Atom charges from the Löwdin analysis, given in e for atoms 1 to 4: Os 1.411; C -0.046; C -0.047; C -0.013

Here is a structure of composition C29H24BrCrN7O8S at a distorted geometry from the OMol25 dataset. Energies are from ωB97M-V with the def2-TZVPD basis set.

Geometry as XYZ:
```
71
C29H24BrCrN7O8S | the OMol25 dataset | ωB97M-V with the def2-TZVPD basis set
Cr 0.5320 -1.8193 -0.5979
Br -6.7200 0.0812 0.2407
C -5.0676 -0.7705 -0.1445
C -4.9015 -1.3966 -1.3677
C -3.6903 -2.0116 -1.6463
C -2.6730 -1.9870 -0.7104
C -2.8451 -1.3554 0.5099
C -4.0520 -0.7414 0.7973
N -1.4035 -2.6072 -0.9751
C -1.3759 -3.7174 -1.5487
C -0.0653 -4.2964 -1.9304
C 0.0588 -5.5407 -2.4993
C 1.3306 -5.9954 -2.8271
C 2.4109 -5.1711 -2.5929
C 2.2009 -3.9247 -2.0175
N 0.9828 -3.5127 -1.6805
H -5.6973 -1.3930 -2.0985
H -3.5227 -2.4471 -2.6252
H -2.0457 -1.3616 1.2446
H -4.1932 -0.2432 1.7461
H -2.2929 -4.2665 -1.7555
H -0.8259 -6.1413 -2.6730
H 1.4701 -6.9770 -3.2606
H 3.4156 -5.4778 -2.8499
H 3.0039 -3.2235 -1.8256
N 3.0873 -1.1557 2.0123
C 3.8038 -0.4463 0.9539
C 3.5498 -0.9953 -0.4366
O 4.4731 -1.0725 -1.2290
O 2.3364 -1.3504 -0.7132
H 3.2649 -0.7344 2.9131
H 3.3652 -2.1273 2.0632
H 4.8875 -0.4262 1.0660
H 3.4473 0.5875 0.9418
O -1.2014 -3.8970 2.4648
S 0.1364 -3.3394 2.2334
N 0.4936 -2.8403 0.8907
O -0.6383 -0.6660 2.6298
C -0.1254 0.1321 1.8666
N 0.2374 1.4154 2.2704
C 0.3758 2.2681 1.1066
C 0.5554 1.1664 0.0186
O 0.9844 1.4227 -1.0822
N 0.1265 -0.0436 0.5228
C 1.5726 3.1957 1.1656
C 2.5164 3.0816 2.1771
C 3.6216 3.9279 2.2141
C 3.7901 4.8949 1.2360
C 2.8547 5.0034 0.2106
C 1.7544 4.1611 0.1756
C -0.9396 3.0246 0.8579
C -1.8653 2.5963 -0.0876
C -3.0983 3.2341 -0.1974
C -3.4167 4.3008 0.6288
C -2.4887 4.7417 1.5671
C -1.2607 4.1065 1.6784
H -0.1917 1.7625 3.1121
H 2.3808 2.3244 2.9401
H 4.3515 3.8256 3.0092
H 4.6418 5.5644 1.2719
H 2.9854 5.7481 -0.5662
H 1.0315 4.2366 -0.6278
H -1.6355 1.7675 -0.7478
H -3.8102 2.8839 -0.9364
H -4.3798 4.7910 0.5417
H -2.7227 5.5813 2.2116
H -0.5356 4.4565 2.4069
O -0.5594 0.1274 -4.0993
N -0.6242 -0.1933 -2.9227
O -1.3930 0.3328 -2.1210
O 0.2271 -1.0779 -2.5036
```

Output
DFT total energy = -166573.874 eV
Highest occupied orbital energy (alpha / beta) = -5.742 / -5.206 eV
ΔE to the lowest compared entry with this formula, charge and spin = 41.9 kJ/mol
Net charge = -1
Gap between HOMO and LUMO (alpha / beta) = 7.117 / 6.595 eV
LUMO (alpha / beta) = 0.051 / 0.051 hartree
⟨S²⟩ = 0.76
2S+1 = 2

Atom charges from the Löwdin analysis, given in e for atoms 1 to 4: Cr 0.749; Br 0.703; C -0.687; C -0.123

Here is a structure of composition C29H24BrN7O4S3Sc at a distorted geometry from the OMol25 dataset. Energies are from ωB97M-V with the def2-TZVPD basis set.

Geometry as XYZ:
```
69
C29H24BrN7O4S3Sc | the OMol25 dataset | ωB97M-V with the def2-TZVPD basis set
Sc 0.8735 -0.5464 0.4700
C -1.3337 1.1395 4.0059
C -0.9984 0.4594 2.7206
N 0.2046 0.5248 2.2489
N 1.0596 1.3198 2.9278
C 2.3374 1.1801 2.6623
N 3.1589 2.0807 3.2273
S 3.0694 -0.0754 1.7174
C -1.9660 -0.3069 1.9243
C -3.2852 -0.5028 2.3232
C -4.1295 -1.2717 1.5403
C -3.6376 -1.8402 0.3778
C -2.3213 -1.5853 0.0346
N -1.5092 -0.8283 0.7671
H -0.6441 0.7847 4.7728
H -2.3545 0.9668 4.3277
H -1.1524 2.2113 3.9063
H 2.7784 2.7334 3.8918
H 4.1492 1.9236 3.1946
H -3.6494 -0.0731 3.2431
H -5.1567 -1.4286 1.8405
H -4.2527 -2.4714 -0.2467
H -1.8967 -2.0104 -0.8681
C 3.9415 -0.2950 -1.6160
O 2.6568 0.2357 -1.3092
C 1.9132 0.7021 -2.3423
C 2.3048 0.7676 -3.6550
C 1.4282 1.3150 -4.6013
Br 1.9437 1.3459 -6.4235
C 0.2149 1.8220 -4.2355
C -0.1934 1.7614 -2.8875
C 0.6249 1.1348 -1.9280
O 0.2676 0.9553 -0.6776
C -1.4201 2.3778 -2.4572
N -1.9517 2.2562 -1.2367
C -3.0813 3.0514 -1.1254
C -3.9474 3.2948 -0.0702
C -4.9785 4.1845 -0.3055
C -5.1419 4.8051 -1.5489
C -4.2792 4.5627 -2.6020
C -3.2413 3.6756 -2.3641
N -2.1920 3.2255 -3.1588
H 4.5705 0.4682 -2.0757
H 3.8522 -1.1590 -2.2776
H 4.3746 -0.5967 -0.6683
H 3.2735 0.4138 -3.9767
H -0.4406 2.2425 -4.9870
H -1.4698 1.7036 -0.5311
H -3.8122 2.8097 0.8875
H -5.6767 4.4154 0.4873
H -5.9645 5.4929 -1.6880
H -4.4093 5.0507 -3.5585
H -1.9964 3.5324 -4.0964
O 1.3562 -1.9963 -0.9126
S 1.0206 -3.2323 -0.1492
O 0.0139 -4.0231 -0.7801
N 0.6335 -2.6240 1.3040
C 1.4247 -3.1480 2.2885
S 1.2673 -2.7690 3.8759
C 2.4837 -4.0370 1.7479
C 3.4818 -4.6944 2.4474
C 4.4201 -5.4240 1.7303
C 4.3772 -5.4930 0.3405
C 3.3765 -4.8455 -0.3712
C 2.4483 -4.1339 0.3593
H 3.5254 -4.6187 3.5251
H 5.2023 -5.9491 2.2620
H 5.1298 -6.0539 -0.1969
H 3.3249 -4.8935 -1.4511
```

Output
DFT total energy = -172332.133 eV
Highest occupied orbital energy = -10.337 eV
ΔE to the lowest compared entry with this formula, charge and spin = 13.0 kJ/mol
Net charge = +1
Gap between HOMO and LUMO = 7.319 eV
LUMO = -0.111 hartree

Atom charges from the Löwdin analysis, given in e for atoms 1 to 4: Sc 0.833; C -0.008; C -0.249; N -0.070

Here is a structure of composition C29H24F9N6O4OsPSSb at a distorted geometry from the OMol25 dataset. Energies are from ωB97M-V with the def2-TZVPD basis set.

Geometry as XYZ:
```
76
C29H24F9N6O4OsPSSb | the OMol25 dataset | ωB97M-V with the def2-TZVPD basis set
Os -0.7422 -0.3034 -2.7254
N 0.9262 -0.4431 -4.1743
N 1.9949 -1.0350 -3.5263
C 1.9254 -1.3924 -2.1263
O 2.7393 -2.1108 -1.5205
O 0.8782 -0.7995 -1.5430
H 0.5457 -0.9748 -4.9577
H 1.1267 0.4752 -4.5557
H 2.8839 -1.1615 -4.0199
N -5.6229 2.0100 3.9767
C -4.6461 1.8541 3.0427
C -3.8001 2.9388 2.7161
C -2.6454 2.7084 1.9762
C -2.4421 1.3869 1.5776
C -3.3019 0.3143 1.8507
C -4.4244 0.5466 2.5449
S -1.1080 1.0343 0.4747
O -0.3695 2.2844 0.3175
O -0.3101 -0.1633 0.9008
N -1.6779 0.4490 -1.0114
C -2.7753 0.8209 -1.6223
N -2.6201 0.3482 -2.9242
C -3.5592 0.6658 -3.8836
C -4.6730 1.3364 -3.4658
C -4.8006 1.7167 -2.1299
N -3.8504 1.4409 -1.2247
H -5.6676 2.8023 4.5847
H -6.1380 1.1998 4.2381
H -4.1410 3.8992 3.0838
H -1.9348 3.4916 1.8084
H -3.1492 -0.6126 1.3339
H -5.2317 -0.1328 2.7578
H -3.2708 0.3820 -4.8809
H -5.3794 1.6236 -4.2181
H -5.5766 2.3407 -1.7439
F 1.7018 0.9028 7.1108
C 1.7191 0.4446 5.8658
C 2.9133 0.0130 5.3360
C 2.9998 -0.4271 4.0175
C 1.8879 -0.4401 3.2306
C 0.6483 -0.0148 3.7551
C 0.5777 0.4602 5.0779
Sb 1.8762 -1.0490 1.1793
C 3.2866 0.7505 0.6795
C 4.5189 0.4251 0.1912
C 5.4198 1.4117 -0.2758
C 4.9574 2.7285 -0.1922
F 5.6500 3.7750 -0.7790
C 3.7490 3.1192 0.3274
C 2.8746 2.0932 0.7195
C 1.8667 -3.2724 1.0290
C 1.3000 -4.0828 0.0806
C 1.2008 -5.4472 0.1949
C 1.8733 -6.0748 1.2214
F 1.9388 -7.3985 1.2777
C 2.5057 -5.2970 2.2286
C 2.5262 -3.9042 2.0613
H 3.8579 0.0080 5.9185
H 3.9189 -0.7357 3.6235
H -0.2867 -0.2415 3.2047
H -0.3784 0.8694 5.4929
H 4.8620 -0.6478 0.1173
H 6.3904 1.1308 -0.6303
H 3.4930 4.2001 0.4156
H 1.9055 2.3292 1.1500
H 0.7261 -3.5613 -0.7161
H 0.6027 -5.9991 -0.5851
H 2.9759 -5.7499 3.0513
H 2.9958 -3.2637 2.8134
F -0.3854 1.8413 -6.3675
P -1.2081 0.5847 -7.0825
F 0.2349 -0.2037 -7.1776
F -1.3316 -0.0649 -5.4971
F -2.5849 1.4276 -6.8580
F -1.9600 -0.7376 -7.5933
F -0.9823 1.1571 -8.5475
```

Output
DFT total energy = -101160.968 eV
Highest occupied orbital energy (alpha / beta) = -13.206 / -13.377 eV
ΔE to the lowest compared entry with this formula, charge and spin = 134.3 kJ/mol
Net charge = +2
Gap between HOMO and LUMO (alpha / beta) = 6.568 / 2.980 eV
LUMO (alpha / beta) = -0.244 / -0.382 hartree
⟨S²⟩ = 8.79
2S+1 = 6

Atom charges from the Löwdin analysis, given in e for atoms 1 to 4: Os 1.722; N -0.069; N 0.017; C -0.604

Here is a structure of composition C29H25Cl2N3O5S2Yb at a distorted geometry from the OMol25 dataset. Energies are from ωB97M-V with the def2-TZVPD basis set.

Geometry as XYZ:
```
67
C29H25Cl2N3O5S2Yb | the OMol25 dataset | ωB97M-V with the def2-TZVPD basis set
Yb -0.6574 0.3820 0.9392
S -6.8010 1.4582 1.2748
C -8.4644 1.0282 0.9769
C -8.5715 0.4099 -0.2333
C -7.4327 0.4222 -1.0223
C -6.3468 1.0237 -0.3726
C -4.9922 1.1934 -0.8904
C -3.8746 1.4640 -0.0719
N -2.6405 1.1870 -0.4359
C -2.3831 0.7378 -1.7067
C -3.4399 0.5705 -2.6676
C -3.2605 0.1014 -4.0204
C -1.9856 -0.0588 -4.4735
C -0.8787 0.1268 -3.5849
C 0.4083 -0.0767 -4.0773
C 1.4861 0.0385 -3.2255
C 1.2280 0.4797 -1.8939
N 0.0189 0.5118 -1.3487
C -1.0518 0.4325 -2.1788
C 2.8010 -0.2181 -3.8368
C 3.9751 -0.1941 -3.1285
C 5.0674 -0.3771 -3.9668
C 4.7247 -0.4790 -5.2951
S 3.0065 -0.6199 -5.5290
C -4.7441 0.6569 -2.1671
H -9.1931 1.2031 1.7361
H -9.5103 -0.0036 -0.5897
H -7.3560 -0.0272 -2.0358
H -3.9940 1.8839 0.9226
H -4.1718 -0.0970 -4.6379
H -1.7756 -0.3968 -5.4803
H 0.5023 -0.3465 -5.0863
H 2.0716 0.7148 -1.2372
H 3.9825 0.0994 -2.0821
H 6.0776 -0.4690 -3.5743
H 5.4196 -0.6135 -6.1234
H -5.6000 0.4748 -2.8547
O -2.1629 -2.3110 -1.0528
C -1.4432 -1.9984 -0.1880
O -0.4568 -1.7445 0.4729
C 3.7276 -2.5363 -0.6608
O 4.8406 -2.8676 -0.9732
O 2.5857 -2.5650 -0.3254
Cl -1.3128 2.2760 2.8991
C -2.2144 0.9405 3.9223
Cl -2.3540 -0.6060 3.0170
H -3.2608 1.2531 4.0397
H -1.6360 0.7875 4.8416
O 1.0842 -0.1074 2.1159
C 2.2207 -0.1408 2.7692
C 2.9579 -1.4574 2.9306
C 4.4328 -1.1181 2.6803
C 5.2686 -0.6685 3.9016
C 4.4632 0.1854 4.9106
C 3.6115 1.3652 4.2655
N 2.7746 1.0204 3.1517
H 2.5320 -2.2145 2.3032
H 2.8214 -1.8367 3.9879
H 4.5516 -0.3104 1.8867
H 4.9924 -1.9641 2.2312
H 6.2178 -0.1983 3.5761
H 5.6235 -1.5994 4.4104
H 5.0382 0.6020 5.7717
H 3.7306 -0.5013 5.3942
H 4.3151 2.1630 3.9585
H 3.0465 1.7276 5.1136
H 2.3601 1.8019 2.6277
```

Output
DFT total energy = -123426.872 eV
Highest occupied orbital energy (alpha / beta) = -6.742 / -9.326 eV
ΔE to the lowest compared entry with this formula, charge and spin = 344.9 kJ/mol
Net charge = +1
Gap between HOMO and LUMO (alpha / beta) = 3.549 / 6.127 eV
LUMO (alpha / beta) = -0.117 / -0.118 hartree
⟨S²⟩ = 0.78
2S+1 = 2

Atom charges from the Löwdin analysis, given in e for atoms 1 to 4: Yb 1.068; S 0.990; C -0.395; C -0.217